(1)
This record from OMol25 describes a molecular structure, C7H10F5N2Pt at a distorted geometry. The level of theory is wB97M-V/def2-TZVPD.

Properties
<S²>: 6.0114
frontier orbital gap (spin up / spin down): 4.66 / 5.64 eV
DFT total energy: -27221.5405 eV
HOMO level (spin up / spin down): -8.23 / -12.79 eV
net charge: +1
LUMO level (spin up / spin down): -3.576 / -7.148 eV
spin multiplicity: 5

Geometry as XYZ:
```
25
Properties=species:S:1:pos:R:3:mulliken_spin:R:1
C 3.41797 1.35027 -0.62357 -0.02
Pt -0.90845 -0.21927 -1.54904 1.51
N -1.39680 -2.24189 -1.23480 0.23
N 0.42193 -0.86979 -3.03067 0.10
H -2.38853 -2.30582 -0.97031 -0.02
H 3.69814 0.70011 0.17652 0.00
H 3.37075 2.38920 -0.27712 0.00
H 2.41389 1.03869 -0.92266 0.02
H 4.08624 1.20260 -1.47812 0.00
H -0.06746 -1.15764 -3.88373 0.00
H 0.96968 -1.68737 -2.71770 0.00
H 1.10450 -0.14640 -3.27490 0.00
H -1.24435 -2.85403 -2.03718 -0.01
H -0.85401 -2.59993 -0.44260 -0.02
F 0.27179 -1.63576 1.03905 0.04
C -0.45883 -0.51328 1.37837 0.36
C -1.06474 0.28195 0.40125 0.69
C -1.66444 1.46945 0.82262 0.11
F -2.09934 2.40155 -0.05860 0.04
C -1.80798 1.75735 2.18275 0.25
F -2.47715 2.87071 2.53807 0.04
C -1.26252 0.90449 3.13896 0.33
F -1.47939 1.14453 4.44738 0.02
C -0.56345 -0.22491 2.73053 0.30
F -0.01744 -1.05481 3.64551 0.04
```


(2)
This record from OMol25 describes a molecular structure, C15H21AlF3O11S at a distorted geometry. The level of theory is wB97M-V/def2-TZVPD.

Properties
frontier orbital gap: 1.75 eV
DFT total energy: -63983.9459 eV
HOMO level: -11.54 eV
energy above the lowest of the compared OMol25 structures with the same formula, charge and spin: 142.5 kcal/mol
net charge: +1
LUMO level: -9.789 eV

Geometry as XYZ:
```
52
Properties=species:S:1:pos:R:3:mulliken_charge:R:1
Al -1.98528 -0.44231 -0.39511 1.00
C 5.87325 -0.48098 0.96357 -0.76
C 4.33775 -0.50506 0.79142 0.72
O 3.63988 0.23485 1.58038 -0.33
O 3.76925 -1.27681 -0.05416 -0.43
H 6.25911 0.14226 0.15686 0.26
H 6.41753 -1.38062 0.67633 0.32
H 6.16458 -0.05971 1.92573 0.30
C 3.20283 1.00020 -7.30299 0.67
F 3.25849 1.10938 -8.63493 -0.19
F 4.31195 0.41577 -6.81994 -0.19
F 3.09080 2.19748 -6.76259 -0.17
S 1.58999 -0.18682 -7.09580 1.08
O 1.10854 -0.13261 -5.66642 -0.42
O 0.65860 0.35968 -8.03217 -0.43
O 1.95701 -1.57663 -7.49083 -0.41
O -3.40036 -6.80392 -1.61659 -0.56
C -3.70852 -7.95623 -1.61303 0.49
O -2.97514 -8.98985 -1.08038 -0.35
C -3.61695 -10.20067 -1.21246 -0.35
C -4.63410 -9.98391 -2.33987 -0.51
C -4.89973 -8.47093 -2.41501 -0.35
H -4.12265 -10.45822 -0.28185 0.24
H -2.84040 -10.95482 -1.34025 0.28
H -5.54740 -10.53364 -2.11231 0.35
H -4.33369 -10.19103 -3.36698 0.23
H -5.85627 -8.34144 -1.90868 0.20
H -4.91100 -7.95939 -3.37746 0.31
O 1.91788 4.73379 -1.76959 -0.63
C 2.75468 5.61674 -1.67047 0.55
O 2.60954 6.95854 -1.68120 -0.36
C 3.80608 7.70016 -1.60259 -0.48
C 4.86769 6.70232 -1.76633 -0.37
C 4.17077 5.47103 -1.55939 -0.33
H 3.80970 8.24351 -0.65768 0.24
H 3.76666 8.62995 -2.17007 0.32
H 5.81688 6.80480 -1.24036 0.37
H 5.13908 6.65876 -2.82110 0.20
H 4.39219 5.21533 -0.52320 0.19
H 4.50326 4.64645 -2.18996 0.31
O -3.26175 1.83667 5.59626 -0.66
C -3.74136 2.19559 6.69222 0.54
O -5.02194 2.08992 6.78469 -0.32
C -5.49254 2.96341 7.87720 -0.34
C -4.21664 3.17204 8.78257 -0.56
C -3.00047 2.81615 7.90463 -0.34
H -6.28749 2.51633 8.47409 0.28
H -5.95498 3.85820 7.46055 0.25
H -4.41572 2.81996 9.79475 0.38
H -4.19882 4.24950 8.94649 0.24
H -2.57113 2.01297 8.50352 0.19
H -2.19951 3.51401 7.66058 0.36
```


(3)
This record from OMol25 describes a molecular structure, C26H30BrN5OPmS3 at a distorted geometry. The level of theory is wB97M-V/def2-TZVPD.

Properties
<S²>: 6.0062
frontier orbital gap (spin up / spin down): 8.10 / 8.13 eV
DFT total energy: -156047.8667 eV
HOMO level (spin up / spin down): -10.85 / -10.85 eV
energy above the lowest of the compared OMol25 structures with the same formula, charge and spin: 0.0 kcal/mol
net charge: +1
LUMO level (spin up / spin down): -2.754 / -2.722 eV
spin multiplicity: 5

Geometry as XYZ:
```
67
Properties=species:S:1:pos:R:3:mulliken_spin:R:1
Pm 0.13501 0.30193 -0.76910 4.04
C -0.79647 -2.35446 2.79948 0.00
C -1.03162 -1.80091 1.42843 0.00
N -0.04695 -1.40879 0.69465 -0.01
N 1.23979 -1.39481 1.25618 0.00
C 2.22712 -1.39227 0.39477 0.00
S 2.15575 -1.36909 -1.35363 -0.01
S 3.87867 -1.40755 0.99071 0.00
C 3.68924 -1.21302 2.77360 0.00
C 3.85931 0.20362 3.28820 0.00
C 4.42657 0.41128 4.54201 0.00
C 4.52072 1.69072 5.07757 0.00
C 4.05762 2.78466 4.35716 0.00
C 3.50833 2.58920 3.09530 0.00
C 3.41924 1.30816 2.56712 0.00
C -2.40087 -1.74107 0.86208 0.00
C -3.37688 -2.57250 1.43504 0.00
C -4.66223 -2.64710 0.94477 0.00
C -5.00791 -1.85605 -0.14829 0.00
C -4.06991 -1.02762 -0.72995 0.00
C -2.76725 -0.95246 -0.24469 0.00
O -1.90728 -0.10725 -0.85364 0.00
H 0.06141 -1.86805 3.25183 0.00
H -0.55485 -3.41820 2.73463 0.00
H -1.66908 -2.23473 3.43436 0.00
H 4.41229 -1.88255 3.23864 0.00
H 2.69768 -1.59859 3.01324 0.00
H 4.79207 -0.44001 5.11162 0.00
H 4.96069 1.83105 6.05829 0.00
H 4.13800 3.78431 4.76906 0.00
H 3.15956 3.43722 2.51641 0.00
H 3.03205 1.16699 1.56666 0.00
H -3.10626 -3.19625 2.27687 0.00
H -5.38642 -3.30707 1.40351 0.00
H -6.01697 -1.88403 -0.54437 0.00
H -4.33107 -0.39108 -1.56842 0.00
C -3.20370 -0.95772 -4.86831 0.00
C -2.42386 0.31327 -5.14880 0.00
N -1.60724 0.75530 -3.99993 0.00
C -0.29759 0.98961 -3.93703 0.00
S 0.32226 2.15161 -2.79787 -0.01
N 0.57106 0.34958 -4.72100 0.00
C 0.43959 -0.93561 -5.44025 0.00
C 1.66739 -1.79315 -5.20137 0.00
H -3.78473 -1.24109 -5.74703 0.00
H -3.90050 -0.81538 -4.03988 0.00
H -2.54656 -1.78864 -4.60504 0.00
H -3.10182 1.13554 -5.37014 0.00
H -1.78284 0.21743 -6.01439 0.00
H -2.11339 1.18332 -3.24038 0.00
H 1.51063 0.70253 -4.62387 0.00
H 0.31049 -0.74197 -6.50455 0.00
H -0.45003 -1.43874 -5.08487 0.00
H 2.56806 -1.31535 -5.59566 0.00
H 1.55028 -2.74828 -5.71426 0.00
H 1.81570 -1.99314 -4.13945 0.00
Br -0.75132 4.82343 4.65942 0.00
C -0.44420 3.61004 3.27856 0.00
C 0.13698 2.38801 3.55363 0.00
C 0.36007 1.52620 2.49997 0.00
N 0.03628 1.82637 1.23809 0.00
C -0.53861 3.01316 0.99406 0.00
C -0.79561 3.94098 1.98031 0.00
H 0.43144 2.11246 4.55784 0.00
H 0.83464 0.56642 2.65649 0.00
H -0.79827 3.23005 -0.03507 0.00
H -1.25370 4.89016 1.74070 0.00
```


(4)
This record from OMol25 describes a molecular structure, C26H31O4RuSe2Te at a distorted geometry. The level of theory is wB97M-V/def2-TZVPD.

Properties
<S²>: 8.7781
frontier orbital gap (spin up / spin down): 7.11 / 6.56 eV
DFT total energy: -176219.7000 eV
HOMO level (spin up / spin down): -6.75 / -7.96 eV
energy above the lowest of the compared OMol25 structures with the same formula, charge and spin: 14.1 kcal/mol
net charge: 0
LUMO level (spin up / spin down): 0.355 / -1.394 eV
spin multiplicity: 6

Geometry as XYZ:
```
65
Properties=species:S:1:pos:R:3:mulliken_spin:R:1
Ru -0.01344 0.20601 -0.21177 3.26
C 2.44801 0.11984 0.88144 0.13
C 2.44313 0.46737 -0.48598 0.08
C 1.78744 1.72797 -0.61301 0.11
C 1.39102 2.13660 0.68790 0.11
C 1.78598 1.13741 1.59685 0.15
H 2.91465 -0.75088 1.31449 0.00
H 2.99709 -0.03295 -1.26614 0.00
H 1.77129 2.34401 -1.49888 0.01
H 0.91537 3.07052 0.94161 0.00
H 1.65172 1.16962 2.66650 0.00
C -3.66087 -3.96801 -2.14124 0.01
Se -3.36185 -2.03823 -2.10998 0.00
C -1.79418 -2.02115 -3.30084 -0.03
C -0.56882 -2.75330 -2.75508 0.01
Se -0.27064 -2.36275 -0.83158 0.12
C 1.54644 -3.04428 -0.72139 -0.01
H -3.59857 -4.34119 -3.16123 0.00
H -4.66100 -4.13862 -1.75191 0.00
H -2.93007 -4.46158 -1.50353 0.00
H -1.58040 -0.96626 -3.46773 0.02
H -2.12713 -2.47380 -4.23370 0.00
H 0.33894 -2.46338 -3.28497 0.00
H -0.69961 -3.82985 -2.86214 0.00
H 2.21657 -2.44520 -1.33260 0.00
H 1.55968 -4.08298 -1.04311 0.00
H 1.82846 -2.96928 0.32569 0.00
C -3.97687 5.84169 -5.38376 0.00
C -3.42807 4.91540 -4.33446 0.03
C -3.87401 4.96352 -3.01997 -0.01
C -3.43054 4.06459 -2.05763 -0.04
C -3.94131 4.19308 -0.64728 0.04
C -2.51046 3.07350 -2.43003 -0.01
Te -2.09497 1.52322 -1.01356 0.83
C -1.98850 3.05581 -3.72741 0.00
C -0.93950 2.06532 -4.16071 0.02
C -2.45930 3.97439 -4.65745 -0.02
H -4.70063 6.53348 -4.95534 0.00
H -4.47419 5.26874 -6.16821 0.00
H -3.18225 6.42179 -5.85552 0.00
H -4.59325 5.72285 -2.73242 0.00
H -4.54902 5.09030 -0.53920 0.00
H -3.11186 4.24659 0.05922 -0.01
H -4.54438 3.32770 -0.36637 0.00
H -0.29300 1.79022 -3.32741 0.00
H -0.32502 2.48382 -4.95751 0.00
H -1.40524 1.15353 -4.54450 0.00
H -2.06091 3.94894 -5.66687 0.00
O -0.14320 -1.46474 1.63985 0.10
C -1.01546 -0.75163 2.20589 -0.06
O -1.28546 0.40539 1.79050 0.09
C -1.72841 -1.28510 3.40529 0.04
C -1.35291 -2.51691 3.92320 0.01
C -1.96096 -3.04434 5.06188 0.00
C -2.95438 -2.28950 5.63478 0.00
O -3.70088 -2.57283 6.74444 0.00
C -4.61652 -1.49396 6.89507 0.00
O -4.34089 -0.53131 5.88940 0.00
C -3.33740 -1.05928 5.11510 0.00
C -2.74332 -0.52637 4.00328 0.00
H -0.57202 -3.06788 3.41937 0.00
H -1.66541 -3.99445 5.48457 0.00
H -4.49490 -1.04572 7.88479 0.00
H -5.64188 -1.86255 6.78473 0.00
H -3.03123 0.43234 3.59562 0.00
```


(5)
This record from OMol25 describes 2 unconnected molecules or ions with the total composition C2H5N3 at a distorted geometry. The level of theory is wB97M-V/def2-TZVPD.

Properties
frontier orbital gap: 8.84 eV
DFT total energy: -6622.6843 eV
HOMO level: -8.49 eV
energy above the lowest of the compared OMol25 structures with the same formula, charge and spin: 52.0 kcal/mol
net charge: 0
LUMO level: 0.353 eV

Geometry as XYZ:
```
10
Properties=species:S:1:pos:R:3:mulliken_charge:R:1
C -1.80396 -0.36178 -0.44653 0.47
C 0.64007 -0.10778 0.09533 -0.20
N -2.37543 0.52880 -0.98160 -0.63
N 0.40719 0.82763 -0.79982 -0.38
N -1.27495 -1.24027 0.29805 -0.57
H 0.67823 0.04222 1.19695 0.30
H 1.28318 -0.95631 -0.39050 0.22
H 0.37981 0.38187 -1.67813 0.28
H -0.28514 1.48310 -0.52822 0.31
H -1.39583 -2.24755 0.20115 0.20
```